The following is a quantum chemistry calculation of 2 unconnected molecules or ions with the total composition C4H10N2O2, from the OMol25 dataset.

Each line ends with the natural charge from an NBO analysis.
Atoms and positions in Å:
C  -0.59400  1.76705  0.45142  -0.45
C  -1.26422  -0.19072  -0.84638  -0.42
C  -0.15007  -0.48859  1.20727  0.07
C  2.56483  -0.81604  0.38210  -0.42
N  -0.59206  0.30334  0.33365  -0.24
N  2.14294  -0.01761  -0.53558  0.39
O  1.92256  -0.35139  -1.70933  -0.55
O  1.98552  1.20679  -0.15109  -0.64
H  -1.51911  2.19922  0.25344  0.20
H  -0.22762  2.04286  1.50623  0.22
H  0.21973  2.04401  -0.33682  0.32
H  -2.05807  0.46611  -1.01295  0.21
H  -0.62645  -0.10045  -1.71588  0.27
H  -1.68606  -1.11295  -0.66359  0.21
H  0.15042  -0.09707  2.21347  0.21
H  0.16572  -1.53348  1.08964  0.25
H  2.34340  -0.40377  1.34629  0.17
H  2.66178  -1.93668  0.42324  0.19

Computed properties:
**Spin multiplicity**: 1
**Energy above the lowest of the compared OMol25 structures with the same formula, charge and spin**: 788.1 kJ/mol
**HOMO energy (alpha / beta)**: -7.298 / -7.299 eV
**Charge**: 0